(1)
C10H10S | wB97M-V/def2-TZVPD

Computed properties:
Strongest force on any atom (hartree/bohr): 0.062
Highest occupied orbital energy (eV): -8.0509
LUMO (eV): -0.42
Energy relative to the best compared isomer or geometry (same formula, charge and spin) (kJ/mol): 291.3
SMILES: C=CC1=CC=C[C@@H]2S[C@]12C=C
HOMO-LUMO gap (Ha): 0.2803

Atoms and positions in Å:
C1 -1.33192 -1.79884 -1.30223
H1 -2.16541 -2.51221 -1.67355
H2 -0.85512 0.13943 2.72036
C2 -1.10431 1.38357 0.91627
C3 -0.02985 -1.89617 -1.66109
H3 -2.80094 -0.81158 0.00893
C4 -1.19860 1.04713 2.20018
H4 1.18082 1.57752 1.23626
H5 3.78484 1.25747 0.95586
H6 0.40446 -2.90576 -2.09815
H7 -1.59577 1.70138 3.08089
C5 0.97231 -0.96766 -1.20515
S1 -2.06086 1.00648 -1.69003
H8 3.36020 -0.13498 -0.42435
C6 -1.83821 -0.54345 -0.58584
C7 -0.72517 0.51823 -0.23069
C8 2.97869 0.63664 0.34805
H9 -1.33048 2.47910 0.74912
C9 0.70517 0.05989 -0.30591
C10 1.69197 0.87476 0.48328
H10 1.95818 -1.11095 -1.52219


(2)
C38H23BrCl88FN2O5 | wB97M-V/def2-TZVPD

Computed properties:
Strongest force on any atom (hartree/bohr): 0.173
Highest occupied orbital energy (eV): -10.8304
LUMO (eV): -5.14
Charge: +1
HOMO-LUMO gap (Ha): 0.2093

Atoms and positions in Å:
Cl1 1.54357 6.84517 2.24842
Cl2 -3.64830 3.99981 -0.56796
Br1 3.70351 -0.32761 2.27378
Cl3 -2.80165 2.63876 3.24654
O1 0.05723 -6.60203 4.17269
Cl4 5.83490 0.89101 -11.05068
Cl5 -1.45067 2.68617 5.82292
Cl6 -2.83134 2.91471 -15.89818
C1 -0.21651 0.75509 -0.74297
C2 1.47572 -1.30248 -0.76742
Cl7 12.80634 -1.76016 -6.64092
H1 -2.26203 -3.46171 8.44249
Cl8 -0.84343 12.25356 -1.46568
Cl9 -8.79178 -2.00222 -4.71147
O2 0.33163 -4.80890 0.89839
Cl10 3.23479 2.10481 -10.56901
Cl11 4.22646 4.77180 -2.56088
Cl12 5.43223 7.79841 -2.83434
Cl13 2.09712 4.22577 1.10937
H2 -1.92484 -6.09755 6.23411
C3 1.89803 -2.66829 1.60161
Cl14 -1.22567 4.27305 -2.15590
Cl15 2.80707 8.83651 -3.53877
H3 -0.51574 -5.26929 1.17346
H4 -0.32962 -1.01337 0.76249
Cl16 -3.82037 2.40371 -13.20999
Cl17 2.60396 -6.11648 8.74864
Cl18 -5.44451 2.69938 -8.52032
Cl19 -6.49512 -5.61388 7.88105
Cl20 3.61133 -1.38350 7.83594
H5 -4.20231 -5.23943 6.53550
C4 -7.97101 9.00260 0.83797
H6 -3.45790 -0.59172 -0.66580
N1 2.48207 -1.73465 2.64351
O3 -2.69416 0.85629 0.72858
Cl21 1.46614 0.31558 8.82407
C5 -2.48922 1.72268 4.74247
Cl22 -5.44817 1.70133 -15.51710
Cl23 -5.07476 7.42225 -4.37115
Cl24 -3.24964 -7.45491 14.15299
Cl25 10.01679 -5.30766 -1.94051
C6 2.07435 -1.92799 4.08738
Cl26 4.67955 -3.46569 -1.92640
O4 -1.99077 -5.32897 4.17507
H7 -0.35237 1.71079 -0.04429
C7 -2.67451 -8.42480 12.77344
Cl27 -7.65232 7.13200 -5.68922
Cl28 1.78356 -2.38165 9.86777
Cl29 -6.01980 -8.47488 8.11399
Cl30 -9.10054 1.53968 -4.61665
Cl31 -6.52060 9.03804 -0.19620
C8 -9.97709 -2.06707 -3.38288
C9 -3.89966 3.04809 -9.33681
Cl32 1.27427 12.80880 0.45081
H8 -3.84839 -1.10853 8.65734
Cl33 3.50829 2.35557 -1.10774
Cl34 -1.80478 -9.85815 13.37667
C10 10.32341 -3.71678 -1.19896
C11 0.45271 -4.15596 3.54678
Cl35 -10.23809 3.59551 -6.33276
C12 -2.72313 -1.12378 8.30584
Cl36 0.91834 -7.89262 10.32006
Cl37 -5.02712 4.49716 -14.83070
C13 -2.44288 -2.60793 7.65916
H9 -1.19042 -4.37267 5.90641
Cl38 -7.51012 7.27050 -2.78651
Cl39 -6.95964 9.63876 -4.38459
Cl40 0.97914 4.44096 3.78693
H10 2.27363 -0.62604 -1.31599
Cl41 10.38370 -2.03340 -5.05298
C14 11.05067 -2.05709 -6.70497
H11 -4.64676 -2.81997 7.11607
Cl42 -3.08110 1.51723 -9.73789
Cl43 12.31326 -2.47567 -12.42134
C15 4.63565 1.31424 -9.80269
Cl44 -1.57642 -7.44134 11.77280
Cl45 -7.87071 4.17344 -4.74298
C16 1.07333 -3.10208 4.64618
Cl46 4.12907 -5.83394 -0.32832
Cl47 -0.65327 5.10300 1.47120
C17 -5.71317 -6.88400 8.85554
Cl48 9.65645 -3.69308 0.45302
Cl49 10.74405 -3.64797 -7.44651
H12 -4.12775 -4.37262 4.86417
H13 3.48891 -2.37509 -0.13535
C18 -2.56777 0.16533 -0.42174
Cl50 3.98687 -5.97244 -3.23103
Cl51 7.38824 0.81949 -4.42959
C19 6.26119 -0.53587 -4.68955
H14 -3.64298 -2.17036 5.65757
C20 -6.79924 7.86585 -4.30785
H15 -1.73021 -1.57463 10.07249
H16 -1.41983 -2.51032 7.05143
H17 0.59725 1.08132 -1.54609
Cl52 6.56443 -5.68219 -1.91296
C21 -3.60248 -2.92895 6.54725
C22 -0.52107 -5.40767 3.96129
Cl53 0.63434 10.05944 -0.25432
H18 0.77368 -1.81811 -1.58207
Cl54 -4.03407 1.37397 5.55896
H19 1.08614 0.20068 1.04408
Cl55 -7.68933 2.37239 -7.02085
H20 2.04859 -3.50674 -0.58254
Cl56 1.93550 11.79371 -2.19454
Cl57 -4.06723 -8.94488 11.79145
Cl58 -3.28796 2.38524 -2.96150
C23 1.64751 -6.26874 10.24418
Cl59 4.38698 7.40904 -5.52153
Cl60 -9.13744 7.82466 0.18487
C24 0.99164 5.15370 2.15395
C25 0.86324 -3.92901 1.95161
Cl61 -1.67066 0.19182 4.34139
Cl62 10.64005 -2.48924 -10.04115
C26 2.64659 -0.94303 9.26762
Cl63 9.82245 -3.97922 -12.40269
Cl64 -3.76328 5.24624 -3.19443
C27 0.50460 -0.40657 0.20599
C28 2.30891 -2.49383 -0.00688
Cl65 -8.71638 10.62050 0.87127
C29 3.05257 3.43601 -2.44911
Cl66 5.37361 2.42696 -8.62298
Cl67 -10.09294 -3.73648 -2.77125
C30 -8.72466 2.92021 -5.67831
Cl68 0.35901 -5.03809 10.25300
C31 -2.09248 -5.07045 5.65006
Cl69 -11.57071 -1.54236 -3.98261
Cl70 12.07908 -3.41984 -1.13492
Cl71 -3.95751 -6.58707 8.91958
Cl72 -9.45302 -0.98712 -2.06612
Cl73 3.05002 2.51826 -3.97631
C32 -3.57763 -4.44107 5.92151
Cl74 10.26872 -0.78697 -7.67945
Cl75 -7.50964 8.52704 2.49199
Cl76 9.54146 -2.44666 -2.17345
Cl77 -2.86111 4.01159 -8.25636
N2 -1.78288 -0.75215 9.43110
H21 -2.60435 -0.34462 7.41905
Cl78 5.20166 10.06204 -4.64777
C33 11.21517 -3.45914 -11.42070
Cl79 12.08490 -4.89248 -10.81747
C34 4.45700 8.52646 -4.13562
H22 0.84930 -3.14196 5.80470
C35 -2.98133 3.97612 -2.21994
F1 2.63504 -0.98759 5.11988
Cl80 3.72536 -0.32263 10.54283
Cl81 -4.21209 3.96417 -10.83274
Cl82 4.09930 -0.16573 -8.96826
Cl83 -6.38014 -6.86031 10.50752
H23 -0.84742 -0.44688 9.08390
Cl84 2.70868 -6.02767 11.65489
Cl85 4.99279 -0.50180 -3.43876
Cl86 1.42559 4.09849 -2.15164
O5 -1.46282 0.30501 -1.38265
C36 4.83995 -5.23859 -1.84966
Cl87 7.15153 -2.07594 -4.59075
C37 0.75020 11.72885 -0.86595
Cl88 5.51220 -0.38509 -6.29917
C38 -4.28175 2.87927 -14.86401


(3)
C11H19N3O3S | wB97M-V/def2-TZVPD

Computed properties:
Strongest force on any atom (hartree/bohr): 0.371
Highest occupied orbital energy (eV): -8.5035
LUMO (eV): 0.44
Energy relative to the best compared isomer or geometry (same formula, charge and spin) (kJ/mol): 1151.2
HOMO-LUMO gap (Ha): 0.3287

Atoms and positions in Å:
H1 1.70939 2.54467 -1.05625
N1 -2.27430 -0.29988 -0.79297
O1 -1.45618 1.75708 -1.99432
C1 -3.22322 0.36342 -0.05263
N2 0.61057 -0.70076 -1.42175
H2 -3.41519 1.18908 1.98710
C2 -0.22003 -0.38279 -2.40494
O2 -0.64195 -2.72127 -0.49413
H3 -1.73966 0.58575 1.33748
H4 1.46742 -2.93891 0.95556
C3 2.57330 -1.18588 -0.08754
C4 0.30321 -1.99413 -0.46516
H5 2.43239 -0.97846 2.11060
H6 -1.98265 -1.72143 1.35298
C5 3.13518 -0.41172 1.07256
O3 2.47848 0.30648 -1.94626
N3 1.47250 -2.21601 0.01164
H7 0.00607 2.76193 -0.49101
H8 -2.52140 -1.08304 2.77932
C6 -2.71814 0.32879 1.34552
H9 -3.27204 1.42976 -0.40908
C7 1.81917 -0.30034 -1.31501
H10 3.04828 1.44426 1.92292
H11 -3.66833 -1.38541 1.77285
C8 2.73077 1.02501 1.20658
C9 -2.77268 -1.06808 1.98429
C10 0.95334 2.80184 -0.00189
H12 -0.72832 -1.04125 -2.99331
H13 3.43906 -1.83575 -0.50804
H14 0.28758 0.26679 -3.20295
H15 -1.97754 -1.12078 -0.79738
H16 1.41634 3.76448 0.13784
H17 3.14331 1.53165 0.39409
S1 0.96102 1.40601 0.94453
C11 -1.35780 0.55457 -1.83946
H18 -4.15720 -0.16448 -0.28597
H19 4.13920 -0.51117 1.24421


- Among the records above, which one has the lowest LUMO?
  C38H23BrCl88FN2O5


- What is the highest occupied orbital energy in the second record?
  -10.8304 eV


- Among the records above, which one has the lowest LUMO?
  C38H23BrCl88FN2O5